(1)
Formula: C41H60AuN4O2S
Source: OMol25
Level of theory: wB97M-V/def2-TZVPD

The geometry in ORCA input format:
```
! RIJCOSX wB97M-V def2-TZVPD def2/J DEFGRID3
* xyz 1 3
Au -1.228 -1.924 0.392
C -3.312 -3.398 2.018
N -3.186 -2.892 0.639
C -3.249 -4.020 -0.312
C -4.291 -1.960 0.330
C -4.112 -0.573 0.920
N -2.963 0.142 0.358
C -3.247 0.591 -1.023
C -2.027 0.787 -1.872
C -1.490 2.017 -2.096
C -0.380 2.200 -2.957
C 0.134 1.087 -3.633
C -0.370 -0.187 -3.487
C -1.467 -0.387 -2.542
O -1.940 -1.518 -2.311
C 0.158 -1.366 -4.290
C 1.254 -0.942 -5.269
C -0.987 -1.986 -5.113
C 0.751 -2.421 -3.337
C 0.188 3.598 -3.146
C 1.412 3.620 -4.062
C 0.600 4.151 -1.775
C -0.896 4.504 -3.752
C -2.592 1.295 1.214
C -1.230 1.295 1.865
C -0.437 2.408 1.821
C 0.813 2.446 2.481
C 1.245 1.296 3.164
C 0.511 0.141 3.278
C -0.813 0.125 2.644
O -1.588 -0.848 2.728
C 1.090 -1.018 4.095
C 2.474 -1.382 3.530
C 0.262 -2.308 4.113
C 1.249 -0.537 5.549
C 1.719 3.670 2.464
C 1.046 4.891 1.835
C 2.115 4.037 3.903
C 2.984 3.331 1.657
H -4.279 -3.897 2.151
H -3.218 -2.582 2.728
H -2.513 -4.110 2.214
H -4.230 -4.507 -0.262
H -2.483 -4.750 -0.057
H -3.069 -3.652 -1.320
H -5.229 -2.384 0.710
H -4.373 -1.913 -0.756
H -3.952 -0.655 1.993
H -5.041 -0.007 0.764
H -3.833 1.520 -0.996
H -3.857 -0.164 -1.515
H -1.944 2.881 -1.622
H 0.954 1.241 -4.316
H 0.898 -0.202 -5.988
H 1.579 -1.818 -5.831
H 2.130 -0.538 -4.755
H -1.411 -1.252 -5.801
H -1.779 -2.366 -4.475
H -0.592 -2.813 -5.706
H 1.579 -1.996 -2.761
H 1.150 -3.252 -3.923
H 0.002 -2.807 -2.650
H 2.218 2.992 -3.678
H 1.789 4.640 -4.133
H 1.167 3.289 -5.073
H 1.359 3.516 -1.312
H -0.254 4.213 -1.098
H 1.017 5.153 -1.883
H -1.219 4.126 -4.723
H -0.500 5.511 -3.893
H -1.773 4.577 -3.108
H -3.333 1.404 2.015
H -2.664 2.209 0.620
H -0.781 3.277 1.273
H 2.213 1.335 3.646
H 2.384 -1.793 2.522
H 2.929 -2.147 4.162
H 3.156 -0.533 3.495
H 0.127 -2.717 3.111
H -0.720 -2.166 4.557
H 0.808 -3.042 4.710
H 1.927 0.314 5.626
H 1.652 -1.347 6.159
H 0.285 -0.243 5.968
H 0.151 5.184 2.386
H 0.776 4.721 0.794
H 1.740 5.732 1.857
H 1.232 4.242 4.510
H 2.735 4.934 3.890
H 2.688 3.249 4.392
H 2.739 3.153 0.606
H 3.491 2.449 2.050
H 3.684 4.168 1.693
N 1.138 0.341 -0.335
C 1.600 -0.915 -0.164
N 0.851 -1.944 0.127
C 1.599 -3.127 0.154
C 1.105 -4.395 0.431
C 1.983 -5.463 0.429
C 3.340 -5.280 0.157
C 3.842 -4.019 -0.116
C 2.955 -2.952 -0.113
S 3.287 -1.263 -0.407
H 0.218 0.556 0.033
H 1.802 1.098 -0.303
H 0.051 -4.519 0.643
H 1.613 -6.457 0.642
H 4.008 -6.130 0.160
H 4.893 -3.872 -0.326
*
```

Values from the calculation:
Gap between HOMO and LUMO (alpha / beta): 8.7732 / 6.5236 eV

=====

(2)
Formula: C9H30N2O6
Source: OMol25
Level of theory: wB97M-V/def2-TZVPD

The geometry in ORCA input format:
```
! RIJCOSX wB97M-V def2-TZVPD def2/J DEFGRID3
* xyz -1 2
C -0.498 11.394 6.132
O -0.029 10.760 7.334
H -0.347 12.472 6.090
H 0.149 10.934 5.385
H -1.528 11.110 5.914
H -0.624 11.053 8.028
C -4.000 8.398 5.201
O -3.790 8.609 3.861
H -3.377 9.066 5.796
H -5.019 8.610 5.526
H -3.734 7.364 5.420
H -4.479 8.246 3.300
C 1.957 10.356 2.852
O 3.061 10.572 2.399
N 0.970 11.113 2.490
N 1.670 9.296 3.408
H 0.147 11.100 3.075
H 1.054 11.895 1.857
H 2.363 8.562 3.362
H 0.881 9.177 4.028
C -1.777 13.639 10.355
C -2.165 12.691 9.240
O -1.765 11.379 9.506
H -0.798 13.383 10.761
H -2.478 13.562 11.186
H -1.754 14.669 9.998
H -1.640 12.904 8.309
H -3.246 12.760 9.122
H -2.558 10.842 9.560
C -2.168 9.896 1.009
C -2.207 10.907 2.126
O -1.728 10.258 3.296
H -2.984 9.206 1.223
H -1.231 9.413 0.731
H -2.592 10.264 0.074
H -3.190 11.315 2.359
H -1.590 11.749 1.813
H -2.285 9.504 3.501
C 5.088 11.399 6.147
C 3.552 11.264 6.156
O 3.148 11.132 7.415
H 5.587 10.431 6.179
H 5.574 11.944 6.957
H 5.336 11.848 5.185
H 3.267 10.442 5.499
H 3.046 12.183 5.859
H 2.210 10.929 7.415
*
```

Values from the calculation:
Gap between HOMO and LUMO (alpha / beta): 2.2218 / 9.8479 eV

=====

(3)
Formula: C55H51CsN16O8SSe
Source: OMol25
Level of theory: wB97M-V/def2-TZVPD

The geometry in ORCA input format:
```
! RIJCOSX wB97M-V def2-TZVPD def2/J DEFGRID3
* xyz -2 1
Cs -0.518 -0.129 -0.523
C 2.050 2.967 3.673
N 2.492 1.649 4.097
C 2.039 0.448 3.704
N 2.650 -0.506 4.385
C 3.475 0.189 5.200
N 3.417 1.499 5.066
C 1.153 3.635 4.691
C 1.624 4.030 5.942
C 0.773 4.649 6.846
C -0.551 4.901 6.513
C -1.022 4.508 5.269
C -0.174 3.862 4.365
C -2.386 4.797 4.829
N -3.437 5.211 5.457
N -4.441 5.332 4.499
C -3.907 4.976 3.377
O -2.613 4.638 3.516
C -4.431 4.934 2.018
C -5.732 5.337 1.724
C -6.174 5.272 0.415
C -5.325 4.818 -0.593
C -4.031 4.417 -0.298
C -3.098 3.888 -1.359
N -1.791 4.525 -1.342
C -0.651 4.129 -0.748
N 0.302 5.021 -0.951
C -0.321 5.948 -1.714
N -1.585 5.697 -1.976
C -3.595 4.473 1.015
H 1.514 2.833 2.731
H 2.947 3.562 3.491
H 1.291 0.342 2.933
H 4.141 -0.271 5.912
H 2.658 3.839 6.203
H 1.149 4.949 7.817
H -1.215 5.402 7.205
H -0.557 3.537 3.406
H -6.371 5.687 2.523
H -7.184 5.577 0.172
H -5.676 4.775 -1.616
H -3.519 4.037 -2.352
H -2.931 2.819 -1.255
H -0.592 3.217 -0.166
H 0.164 6.833 -2.091
H -2.608 4.118 1.271
N 3.071 -1.135 -3.221
C 4.023 -0.177 -3.472
C 5.268 -0.495 -4.045
C 6.171 0.519 -4.274
C 5.827 1.830 -3.960
C 4.562 2.045 -3.440
N 3.685 1.081 -3.187
C 3.291 -2.423 -2.755
C 4.512 -2.879 -2.235
C 4.565 -4.159 -1.720
C 3.436 -4.966 -1.752
C 2.286 -4.427 -2.310
N 2.212 -3.199 -2.801
H 2.087 -0.841 -3.173
H 5.486 -1.512 -4.334
H 7.134 0.291 -4.716
H 6.501 2.658 -4.127
H 4.230 3.051 -3.202
H 5.373 -2.230 -2.171
H 5.489 -4.516 -1.279
H 3.433 -5.970 -1.349
H 1.368 -5.003 -2.357
Se 5.226 -5.740 3.805
N 5.639 -4.283 2.840
C 4.537 -3.866 2.281
C 4.457 -2.673 1.446
C 5.532 -1.805 1.281
C 5.349 -0.656 0.542
C 4.088 -0.409 0.003
N 3.059 -1.226 0.147
C 3.235 -2.350 0.845
C 2.051 -3.216 1.032
N 0.971 -2.901 0.324
C -0.165 -3.505 0.622
C -0.284 -4.506 1.590
C 0.860 -4.926 2.232
C 2.069 -4.273 1.949
C 3.336 -4.643 2.561
N 3.492 -5.673 3.348
H 6.479 -2.040 1.750
H 6.151 0.055 0.393
H 3.896 0.490 -0.575
H -1.028 -3.203 0.028
H -1.253 -4.939 1.794
H 0.849 -5.729 2.958
C 0.520 2.344 -4.057
S -0.558 1.020 -3.549
O -1.346 1.611 -2.463
O -1.323 0.618 -4.705
O 0.345 -0.014 -3.026
H -0.085 3.158 -4.451
H 1.208 1.972 -4.811
H 1.079 2.672 -3.184
C -1.000 -3.319 -3.825
C -1.982 -4.412 -3.397
C -1.364 -5.316 -2.328
C -3.332 -3.860 -2.985
C -4.447 -4.211 -3.725
C -5.717 -3.724 -3.437
C -5.842 -2.851 -2.366
C -4.762 -2.463 -1.589
C -4.999 -1.522 -0.430
C -4.619 -2.172 0.905
C -4.265 -0.186 -0.578
C -3.443 -2.958 -1.871
O -2.406 -2.606 -1.195
H -0.103 -3.757 -4.271
H -0.691 -2.714 -2.976
H -1.455 -2.647 -4.553
H -2.170 -5.048 -4.273
H -1.108 -4.729 -1.450
H -0.460 -5.801 -2.710
H -2.065 -6.097 -2.024
H -4.311 -4.890 -4.564
H -6.575 -4.002 -4.037
H -6.819 -2.443 -2.116
H -6.077 -1.316 -0.398
H -3.544 -2.345 0.940
H -5.125 -3.134 1.021
H -4.894 -1.529 1.746
H -3.229 -0.418 -0.800
H -4.305 0.368 0.365
H -4.658 0.447 -1.376
O -1.988 1.782 2.332
N -1.017 1.091 2.017
O -1.034 -0.141 2.076
O 0.007 1.643 1.523
*
```

Values from the calculation:
ΔE to the lowest compared entry with this formula, charge and spin: 0.000 eV
Gap between HOMO and LUMO: 4.5999 eV

=====

(4)
Formula: C28H77MgN6O8
Source: OMol25
Level of theory: wB97M-V/def2-TZVPD

The geometry in ORCA input format:
```
! RIJCOSX wB97M-V def2-TZVPD def2/J DEFGRID3
* xyz 1 1
Mg -4.034 1.810 4.166
C -0.800 -1.076 -0.715
C -0.663 0.266 0.025
O -1.735 0.390 0.897
H 0.032 -1.283 -1.388
H -1.750 -1.252 -1.218
H -0.452 -1.886 -0.074
H -0.662 1.050 -0.732
H 0.310 0.443 0.483
C -1.750 -6.714 3.817
C -2.768 -5.552 3.665
O -3.087 -5.117 4.974
H -2.077 -7.585 4.385
H -0.891 -6.359 4.387
H -1.357 -7.024 2.849
H -3.710 -5.771 3.161
H -2.300 -4.813 3.015
H -3.518 -5.862 5.399
C -2.429 1.562 -8.096
C -1.413 1.479 -6.903
C 0.017 1.832 -7.289
O 0.482 0.862 -8.236
C 1.703 1.241 -8.845
N -1.901 2.390 -5.895
H -2.495 2.565 -8.516
H -3.442 1.328 -7.770
H -2.211 0.847 -8.889
H -1.457 0.460 -6.517
H 0.693 1.664 -6.451
H 0.106 2.877 -7.587
H 1.886 0.652 -9.743
H 2.537 1.206 -8.144
H 1.643 2.270 -9.200
H -2.801 2.066 -5.570
H -1.340 2.231 -5.071
C -2.693 -0.712 9.280
C -1.489 -0.467 8.374
C -0.367 -1.518 8.761
O 0.691 -1.355 7.816
C 1.742 -2.281 7.971
N -1.789 -0.630 6.960
H -3.515 -0.043 9.025
H -2.361 -0.458 10.287
H -3.075 -1.733 9.253
H -1.110 0.547 8.500
H -0.775 -2.518 8.616
H 0.066 -1.362 9.749
H 1.396 -3.298 7.787
H 2.135 -2.377 8.983
H 2.481 -2.093 7.193
H -0.886 -0.613 6.508
H -1.964 -1.624 6.924
C 1.658 -5.563 -8.728
C 0.123 -5.413 -8.455
C -0.109 -5.145 -6.968
O 0.345 -6.240 -6.183
C 0.041 -6.104 -4.790
N -0.460 -4.385 -9.162
H 1.932 -6.373 -8.052
H 2.116 -4.671 -8.301
H 1.959 -5.810 -9.746
H -0.309 -6.405 -8.593
H -1.195 -5.218 -6.901
H 0.201 -4.171 -6.587
H -1.033 -5.976 -4.650
H 0.701 -5.351 -4.361
H 0.178 -7.105 -4.382
H 0.132 -4.223 -9.965
H -0.201 -3.521 -8.708
C -8.711 -1.240 2.286
C -7.649 -0.126 2.172
C -8.127 1.193 1.534
O -6.984 2.104 1.535
C -7.089 3.086 0.553
N -7.199 0.252 3.486
H -8.156 -2.120 2.610
H -9.337 -1.292 1.395
H -9.349 -1.170 3.167
H -6.807 -0.542 1.618
H -8.996 1.693 1.963
H -8.468 0.936 0.531
H -8.081 3.535 0.505
H -6.833 2.632 -0.404
H -6.314 3.851 0.610
H -8.060 0.409 3.991
H -6.909 -0.656 3.820
C 3.930 6.626 1.231
C 3.584 7.700 2.300
C 3.723 7.273 3.733
O 3.478 8.446 4.598
C 2.109 8.574 4.821
N 4.466 8.765 2.014
H 3.037 6.026 1.403
H 4.771 5.966 1.444
H 3.968 7.091 0.246
H 2.610 8.120 2.049
H 4.696 6.832 3.950
H 2.979 6.505 3.947
H 1.921 9.524 5.322
H 1.698 7.815 5.486
H 1.492 8.628 3.924
H 5.333 8.265 2.150
H 4.450 9.547 2.652
C 7.720 0.106 1.652
C 7.913 0.056 0.162
C 6.650 -0.144 -0.647
O 7.034 -0.579 -1.920
C 5.841 -0.851 -2.664
N 8.509 1.318 -0.231
H 8.570 0.349 2.289
H 7.263 -0.830 1.974
H 6.866 0.757 1.842
H 8.562 -0.808 0.019
H 5.974 0.705 -0.747
H 6.175 -1.021 -0.207
H 5.120 -1.390 -2.050
H 6.232 -1.417 -3.510
H 5.495 0.103 -3.063
H 8.470 1.269 -1.239
H 9.498 1.139 -0.133
*
```

Values from the calculation:
ΔE to the lowest compared entry with this formula, charge and spin: 12.148 eV
Gap between HOMO and LUMO: 2.7068 eV